# 1
C17H31AsBN3O11S6TcTe | ωB97M-V/def2-TZVPD

```
72
Properties=species:S:1:pos:R:3:mulliken_charge:R:1
Tc 0.897 1.586 1.616 -1.2147
S -3.647 -1.332 3.133 -0.3468
As -2.265 -0.968 4.580 0.5569
S -1.164 0.902 4.490 -0.1465
S -1.338 1.468 2.537 -0.0180
S -1.889 -2.055 6.270 -0.4113
C -0.993 -3.361 1.538 -1.6809
C 0.274 -2.785 2.155 1.2838
C 0.594 -3.542 3.437 -1.6138
O 0.022 -1.404 2.502 0.4649
B 0.682 -0.538 1.633 0.8031
O 1.432 -1.316 0.735 0.2740
C 1.458 -2.687 1.138 1.9275
C 2.828 -2.951 1.752 -2.0002
C 1.301 -3.541 -0.112 -2.0918
H -1.792 -3.369 2.276 0.4776
H -0.830 -4.387 1.202 0.3505
H -1.332 -2.760 0.693 0.0394
H -0.282 -3.538 4.085 0.2892
H 1.410 -3.071 3.981 0.2044
H 0.860 -4.579 3.221 0.3913
H 2.985 -2.336 2.635 0.1716
H 3.593 -2.694 1.018 0.4798
H 2.950 -4.000 2.031 0.4005
H 0.382 -3.295 -0.644 0.3341
H 1.291 -4.606 0.128 0.3548
H 2.144 -3.347 -0.776 0.4769
C 4.122 0.139 3.207 -0.9441
S 2.920 3.343 2.658 0.7506
O 4.191 3.236 3.354 -0.5612
O 2.899 2.454 1.433 -0.5708
O 1.803 2.277 3.533 -0.6844
H 4.895 0.891 3.105 0.4564
H 3.676 -0.096 2.245 0.0381
H 4.519 -0.774 3.658 0.4491
C -0.331 5.331 0.748 -0.8365
O 0.144 4.100 1.286 -0.0214
C -0.234 2.957 0.628 0.3495
O -0.974 3.031 -0.335 -0.5755
H 0.028 6.110 1.416 0.2132
H -1.420 5.334 0.709 0.2834
H 0.058 5.490 -0.258 0.2860
Te 2.640 0.784 4.593 0.4344
C -5.313 0.379 -4.306 -1.4110
C -3.981 0.704 -3.649 -0.1276
S -2.772 1.107 -4.901 1.2774
O -3.165 2.348 -5.516 -0.7173
O -2.563 -0.064 -5.717 -0.6756
C -1.285 1.403 -3.962 -0.2366
C -0.566 0.115 -3.570 -1.2518
N 0.343 0.389 -2.462 0.3871
C -0.047 0.472 -1.167 0.5300
N 0.934 0.967 -0.420 1.2323
C 1.994 1.191 -1.225 -1.4303
C 1.646 0.854 -2.502 -0.7457
N 2.434 0.995 -3.665 1.1005
O 3.594 1.343 -3.514 -0.6549
O 1.919 0.761 -4.757 -0.6724
C -1.379 0.053 -0.668 -0.5714
H -6.044 0.126 -3.538 0.4051
H -5.215 -0.468 -4.983 0.3487
H -5.685 1.235 -4.866 0.3620
H -3.589 -0.139 -3.081 0.1842
H -4.044 1.571 -2.990 0.3806
H -1.558 2.004 -3.090 0.1758
H -0.660 2.023 -4.607 0.3756
H -0.007 -0.278 -4.409 0.3897
H -1.261 -0.656 -3.247 0.6653
H 2.918 1.599 -0.855 0.8055
H -1.871 -0.638 -1.350 0.5118
H -2.001 0.936 -0.518 0.0732
H -1.284 -0.429 0.304 -0.5335
```

## Properties
charge: -1
E_HOMO: -4.35 eV
orbital gap: 5.8 eV
LUMO: 1.41 eV

=====

# 2
C17H31AsN2O3S3Zn | ωB97M-V/def2-TZVPD

```
58
Properties=species:S:1:pos:R:3:mulliken_charge:R:1
Zn -0.967 0.700 0.400 0.3342
C 0.430 -2.267 1.220 -1.4192
O -0.547 -1.527 0.481 1.0921
C -1.471 -2.397 -0.174 -0.6387
C -2.670 -1.596 -0.664 -0.5683
O -2.267 -0.302 -1.117 -0.2639
C -2.128 -0.212 -2.557 -0.9628
C -1.098 -1.134 -3.212 -0.5975
O 0.141 -1.196 -2.529 0.0803
C 0.894 -2.347 -2.898 -1.2253
H -0.046 -2.845 2.014 0.2803
H 1.130 -1.562 1.661 0.4054
H 0.968 -2.954 0.563 0.4127
H -1.825 -3.153 0.533 0.5956
H -0.963 -2.914 -0.985 0.1619
H -3.377 -1.443 0.140 -0.0455
H -3.174 -2.141 -1.461 0.5222
H -1.933 0.827 -2.773 0.4481
H -3.091 -0.477 -2.994 0.4305
H -0.952 -0.779 -4.236 0.4234
H -1.508 -2.148 -3.279 0.4252
H 1.675 -2.488 -2.152 0.2836
H 1.355 -2.236 -3.883 0.3859
H 0.267 -3.243 -2.932 0.4753
C 1.119 4.135 1.230 -1.0264
C 1.125 2.863 2.015 0.3911
N 0.260 1.876 1.937 -0.1268
C 0.404 0.990 2.989 -0.0176
C 1.455 1.236 3.809 -0.3948
S 2.234 2.668 3.314 -0.1099
C -0.726 0.086 3.208 0.3860
C -0.952 -0.714 4.276 -0.3232
S -2.561 -1.279 4.252 -0.1367
C -2.862 -0.427 2.794 0.7300
N -1.809 0.210 2.343 -0.0945
C -4.239 -0.365 2.216 -1.5097
H 1.151 3.966 0.161 0.1709
H 1.948 4.777 1.525 0.4522
H 0.188 4.666 1.443 0.3084
H 1.769 0.700 4.694 0.4409
H -0.277 -0.963 5.083 0.4309
H -4.934 0.006 2.970 0.4818
H -4.597 -1.351 1.915 0.3825
H -4.269 0.319 1.371 0.2954
C 2.478 0.807 -3.377 -0.8654
As 2.093 1.238 -1.543 0.9079
C 2.556 -0.174 -0.323 -0.2860
C 3.308 2.695 -1.210 -1.0868
S 0.096 1.975 -1.324 -0.7345
H 3.558 0.790 -3.501 0.4674
H 2.054 1.610 -3.974 0.3915
H 2.048 -0.141 -3.679 0.0418
H 3.468 -0.661 -0.665 0.5903
H 1.741 -0.889 -0.279 -0.6620
H 2.722 0.274 0.656 0.2941
H 4.292 2.422 -1.588 0.4516
H 3.376 2.926 -0.149 0.2920
H 2.943 3.564 -1.752 0.4320
```

## Properties
charge: +2
E_HOMO: -14.29 eV
orbital gap: 8.9 eV
LUMO: -5.37 eV

=====

# 3
C17H31Cl3O2P2Re | ωB97M-V/def2-TZVPD

```
56
Properties=species:S:1:pos:R:3:mulliken_charge:R:1
P -0.246 2.587 0.490 0.9332
P -3.016 -0.554 -1.659 0.9521
C -3.801 1.849 0.750 0.4203
C -4.585 0.739 0.590 -1.1524
H -3.999 2.876 0.310 -0.7774
H -3.365 2.177 1.684 0.5690
H -4.256 -0.188 1.054 0.6420
H -5.656 0.812 0.284 0.2453
C -2.968 -1.221 -3.332 -1.5461
H -2.245 -2.042 -3.277 0.4625
H -2.591 -0.474 -4.019 0.4645
H -3.911 -1.610 -3.749 0.4951
C -3.970 -2.015 -0.981 -1.2775
H -4.806 -2.360 -1.606 0.4676
H -4.405 -1.876 0.005 0.2983
H -3.268 -2.853 -0.910 0.4527
C 0.140 4.236 -0.211 -1.5371
H 1.044 4.551 0.319 0.5480
H -0.695 4.932 -0.064 0.3774
H 0.326 4.119 -1.283 0.4084
C -0.786 3.198 2.131 -1.3505
H -1.320 2.433 2.698 0.3407
H -1.424 4.078 2.002 0.3956
H 0.146 3.483 2.639 0.4668
Re -3.373 2.269 -1.336 0.0592
C -5.198 2.086 -2.133 -0.2105
C -4.157 1.998 -3.148 -0.5108
C -3.934 3.146 -4.108 -1.1937
C -3.684 4.425 -3.266 -0.9336
C -2.989 3.987 -1.992 -0.1653
C -3.724 4.153 -0.721 -0.2250
C -5.236 4.265 -0.623 -0.8487
C -5.922 3.371 -1.698 -1.0927
C 1.411 1.949 0.830 -1.1713
H -5.756 1.165 -1.956 0.8999
H -3.881 1.053 -3.599 0.6992
H -4.793 3.256 -4.766 0.4131
H -2.997 2.968 -4.649 0.3998
H -3.054 5.155 -3.791 0.5027
H -4.609 4.964 -3.024 0.2475
H -1.909 4.161 -1.931 0.3244
H -3.148 4.617 0.081 0.5763
H -5.530 5.313 -0.691 0.4869
H -5.548 3.928 0.390 0.5319
H -6.887 3.053 -1.284 0.4901
H -6.081 3.914 -2.619 0.3573
H 1.389 1.310 1.723 0.3308
H 2.067 2.825 0.864 0.5037
H 1.648 1.306 -0.032 0.3859
Cl -1.228 -3.124 0.832 -0.0523
C -0.540 -1.481 0.692 0.7869
Cl -1.494 -0.386 1.723 -0.0755
Cl 1.136 -1.389 1.242 -0.0480
C -0.523 -1.185 -0.850 -0.2801
O 0.112 -1.897 -1.581 -0.4164
O -1.351 -0.216 -1.322 -0.0703
```

## Properties
charge: +2
E_HOMO (alpha / beta): -15.01 / -14.65 eV
orbital gap (alpha / beta): 7.5 / 4.4 eV
spin multiplicity: 4
LUMO (alpha / beta): -7.47 / -10.24 eV

=====

# 4
C17H31F3IrN3 | ωB97M-V/def2-TZVPD

```
55
Properties=species:S:1:pos:R:3:mulliken_charge:R:1
Ir -0.274 0.559 -0.656 1.8394
C 2.398 -2.877 -1.169 -2.4799
C 1.669 -2.078 -0.149 1.3090
C 0.302 -2.295 0.089 1.5533
C -0.384 -3.366 -0.712 -2.1013
C -0.327 -1.637 1.186 0.1729
C -1.655 -2.076 1.704 -1.9660
C 0.343 -0.556 1.875 0.1903
C -0.338 0.084 3.054 -1.9702
C 1.680 -0.270 1.573 1.8658
C 2.440 0.829 2.240 -2.6198
C 2.396 -1.163 0.688 0.9906
C 3.870 -1.159 0.671 -2.1955
H 3.333 -2.420 -1.474 0.5499
H 1.790 -3.050 -2.055 0.4765
H 2.626 -3.866 -0.750 0.5172
H -1.422 -3.527 -0.447 0.3686
H 0.126 -4.320 -0.561 0.4923
H -0.322 -3.159 -1.782 0.4900
H -2.265 -2.618 0.988 0.4580
H -2.235 -1.266 2.140 0.4363
H -1.472 -2.790 2.520 0.4453
H -1.306 0.526 2.808 0.5398
H 0.280 0.835 3.536 0.4380
H -0.542 -0.682 3.807 0.4539
H 2.873 0.464 3.179 0.5036
H 1.809 1.676 2.501 0.4807
H 3.257 1.190 1.619 0.5253
H 4.211 -0.499 -0.146 0.4511
H 4.276 -2.146 0.456 0.4709
H 4.303 -0.777 1.591 0.4494
N -2.149 -0.424 -1.288 -0.5304
C -3.235 0.587 -1.470 -0.5538
C -2.735 1.663 -2.413 -0.7090
N -1.427 2.202 -1.962 -0.2766
C -1.455 3.482 -1.210 -0.7303
C -1.548 3.240 0.281 -0.6650
N -0.423 2.344 0.688 -0.8292
H -2.457 -1.158 -0.654 0.1875
H -1.981 -0.893 -2.181 0.4014
H -4.130 0.106 -1.867 0.4929
H -3.477 0.983 -0.483 0.2656
H -2.597 1.245 -3.412 0.4531
H -3.471 2.464 -2.504 0.3631
H -0.835 2.338 -2.777 0.3132
H -0.536 4.024 -1.445 0.4367
H -2.288 4.104 -1.545 0.4062
H -1.492 4.180 0.831 0.5210
H -2.479 2.746 0.559 0.2869
H 0.464 2.840 0.568 0.3438
H -0.492 2.130 1.682 0.2265
F 2.296 1.634 -0.904 -0.2337
C 1.509 0.957 -1.785 0.1256
F 1.302 1.747 -2.833 -0.2334
F 2.195 -0.108 -2.202 -0.1973
```

## Properties
charge: +3
E_HOMO (alpha / beta): -18.65 / -19.59 eV
orbital gap (alpha / beta): 9.0 / 6.2 eV
spin multiplicity: 6
LUMO (alpha / beta): -9.70 / -13.37 eV

=====

In kcal/mol, the relative energy (zero: lowest compared OMol25 entry of this formula, charge and spin) values for the records above are, in order, 84.5; 23.6; 82.8; 1.2.